DFT (wB97M-V/def2-TZVPD) results for a molecular structure, C18H41N2OP3RuS.

E_tot (eV): -65601.6696
Lowest unoccupied orbital energy (alpha / beta) (eV): -11.39 / -14.36
Energy relative to the best compared isomer or geometry (same formula, charge and spin) (eV): 0.791
Total charge: +4
⟨S²⟩: 6.034
HOMO-LUMO gap (alpha / beta) (eV): 8.2800 / 5.8029
Spin multiplicity: 5

Each line ends with the Löwdin spin population.
Positions of all 67 atoms, in Å:
C: -2.56 -0.86 -5.71  0.2070
S: -1.02 0.32 3.27  0.1705
C: -1.64 -1.72 -5.09  0.1111
H: 2.54 1.63 -1.11  0.0000
H: 2.61 1.83 4.76  0.0016
P: 1.79 1.08 2.65  0.1609
H: 3.65 0.60 -0.15  -0.0002
H: 2.84 2.46 0.98  0.0000
H: -3.00 0.98 -6.05  0.0000
H: 0.76 -1.92 5.20  0.0001
H: 3.08 -2.15 0.42  -0.0002
C: -3.89 -2.75 -6.40  0.0347
C: 1.63 1.67 4.35  0.0048
H: -0.52 -2.42 -0.01  0.0111
H: 3.00 -2.34 -1.35  0.0011
H: -0.24 -1.43 -1.98  0.0001
H: -2.08 3.88 0.45  0.0057
H: -1.91 0.60 -1.77  0.0000
C: -1.68 3.11 1.14  0.0346
H: 0.99 3.28 -0.39  0.0000
C: 2.48 2.65 2.00  0.0553
H: 2.85 -1.02 3.28  0.0008
C: 2.41 -2.16 -0.45  0.0120
P: 1.54 -0.54 -0.56  0.0504
H: -4.37 -0.69 -6.89  0.0018
H: -3.17 -4.69 -5.78  0.0105
C: 0.18 2.82 -0.98  0.0269
H: -3.06 0.86 -0.41  -0.0001
H: -0.94 3.56 1.81  -0.0003
N: -1.08 0.70 5.90  0.0111
H: -0.77 -1.28 -4.61  0.0020
C: 0.58 -0.72 -2.14  0.0155
C: -3.69 -1.37 -6.39  0.1088
H: -2.65 2.21 -1.51  0.0054
H: 0.03 -2.21 3.02  0.0081
P: -0.87 1.79 0.14  0.1481
N: 0.15 -1.25 5.67  0.0061
H: -1.71 -1.85 1.29  0.0166
H: 1.27 0.85 4.95  0.0001
H: 1.23 -1.12 -2.93  0.0015
H: 3.60 -0.29 1.81  0.0003
H: -4.77 -3.16 -6.92  -0.0016
H: 0.19 0.24 -2.47  -0.0003
H: 3.29 2.90 2.70  0.0099
H: 0.93 2.49 4.46  0.0000
H: 3.41 0.28 -1.88  0.0011
H: 0.59 2.23 -1.80  -0.0002
H: -1.16 -3.75 -4.61  -0.0012
H: -1.11 0.64 6.90  0.0000
H: 1.67 3.40 2.05  -0.0001
H: -2.50 2.67 1.73  -0.0002
C: -1.87 -3.09 -5.11  0.0518
H: 3.93 0.41 3.45  0.0109
H: -0.44 3.63 -1.40  0.0049
C: -2.26 1.31 -1.00  0.0290
C: 2.91 0.61 -0.96  0.0056
C: 3.19 -0.09 2.81  0.0559
C: -2.99 -3.61 -5.76  0.2818
Ru: 0.29 0.02 1.35  1.7928
C: 0.35 -2.10 1.98  0.1067
C: -0.66 -1.95 0.98  0.1807
H: -1.50 1.50 5.46  0.0020
O: -2.32 0.48 -5.57  0.1938
C: -0.59 -0.24 5.07  0.0361
H: 0.07 -1.39 6.70  0.0014
H: 1.68 -2.97 -0.34  0.0002
H: 1.32 -2.56 1.73  0.0150

***

DFT (wB97M-V/def2-TZVPD) results for a molecular structure, C40H33IN4O5PV.

E_tot (eV): -101296.6159
Lowest unoccupied orbital energy (alpha / beta) (eV): 1.90 / 1.86
Energy relative to the best compared isomer or geometry (same formula, charge and spin) (eV): 1.701
Total charge: -1
⟨S²⟩: 3.785
HOMO-LUMO gap (alpha / beta) (eV): 4.9088 / 6.4552
Spin multiplicity: 4

Each line ends with the Löwdin spin population.
Positions of all 85 atoms, in Å:
C: -3.98 1.87 -4.88  -0.0130
N: -1.93 -0.40 -2.07  0.1617
C: -2.46 3.77 -4.26  0.0121
C: 2.28 0.69 -3.17  0.0169
H: 2.02 -0.83 4.00  0.0000
C: -1.41 4.17 -3.46  0.0440
H: 1.18 -5.96 2.50  0.0000
C: -4.15 -1.55 -3.37  0.2114
C: 1.70 -0.58 -3.83  0.0012
C: 3.74 2.20 2.41  0.0000
H: -0.25 -3.51 -2.24  0.0024
H: -4.50 2.50 -5.59  -0.0013
H: 3.07 -2.15 2.22  0.0000
H: -0.18 1.00 7.15  0.0000
C: -2.17 1.58 -3.29  0.0635
H: 0.34 -4.23 -0.73  0.0002
C: -2.62 0.27 -3.02  0.0725
C: -1.12 1.02 5.22  0.0000
C: -3.75 -0.25 -3.71  0.0115
C: 1.12 -0.33 4.34  0.0002
H: 0.06 3.59 -2.03  -0.0007
C: 0.63 -3.69 -1.62  0.0029
C: 1.00 2.46 -0.25  0.0051
C: 2.05 2.17 -1.34  0.0000
H: 3.90 3.10 2.97  0.0000
H: -0.10 -1.56 -3.72  0.0017
C: 1.11 -4.89 2.34  0.0002
H: -3.71 -3.24 -2.13  -0.0005
H: -1.09 5.20 -3.46  0.0031
H: 1.71 2.01 3.03  0.0000
C: -0.12 -4.30 2.12  0.0000
C: 1.01 0.00 5.69  -0.0001
C: 2.28 0.41 1.70  0.0000
H: 2.15 -1.41 -3.28  0.0004
C: -2.23 1.73 5.71  0.0008
C: 2.51 1.57 2.44  0.0002
H: -1.16 -2.47 1.73  0.0000
C: 2.17 -2.74 2.18  0.0001
C: -0.09 0.69 6.12  0.0002
C: -1.04 0.63 3.84  0.0003
C: -2.18 0.94 3.05  0.0008
C: 4.54 0.54 0.87  0.0000
O: 3.31 1.20 -3.60  0.0276
H: 1.35 -4.29 -2.17  0.0001
H: 1.80 -0.27 6.37  0.0000
H: 2.26 3.06 -1.94  0.0003
C: 3.30 -0.08 0.89  0.0002
C: -3.23 1.67 3.56  0.0010
C: 2.25 -4.11 2.37  0.0000
H: 2.98 1.90 -0.83  -0.0006
C: -0.20 -2.93 1.92  0.0002
H: 5.74 2.16 1.63  0.0000
H: -2.96 4.46 -4.92  -0.0001
O: 2.54 -2.37 -1.14  0.0047
H: 3.12 -0.92 0.23  0.0000
P: 0.61 -0.35 1.62  0.0006
V: -0.15 0.43 -1.71  1.9382
C: -4.38 0.58 -4.67  0.0304
O: 0.05 1.60 -0.20  0.0144
H: -1.77 -2.16 -1.02  0.0062
N: -1.06 1.96 -2.60  0.0518
N: 0.25 -0.61 -3.65  0.0009
H: -4.06 1.90 2.91  0.0000
O: 1.10 3.44 0.48  0.0112
C: 1.32 -2.37 -1.19  0.0048
N: 1.55 1.08 -2.13  0.0035
H: -2.25 1.99 6.76  0.0001
C: 0.15 -0.01 3.41  -0.0002
H: -1.02 -4.90 2.11  0.0000
C: -0.74 3.25 -2.66  0.0087
I: -2.52 0.20 1.08  0.0089
H: -5.03 -1.99 -3.84  0.0138
H: 5.33 0.15 0.24  0.0000
C: -2.89 2.43 -4.17  0.0405
H: 2.02 -0.64 -4.87  0.0001
C: -3.42 -2.24 -2.42  0.0619
H: -0.21 -0.06 -4.38  0.0027
C: 0.94 -2.13 1.95  0.0000
C: -2.34 -1.64 -1.79  0.1395
H: -5.21 0.17 -5.23  0.0012
O: 0.55 -1.41 -0.90  0.0299
C: -3.26 2.09 4.89  0.0000
C: 4.77 1.67 1.64  0.0002
H: -4.10 2.65 5.25  0.0000
H: 3.21 -4.57 2.55  0.0000

***

DFT (wB97M-V/def2-TZVPD) results for a molecular structure, C14H21N5O6S2.

E_tot (eV): -56262.5543
Lowest unoccupied orbital energy (eV): -0.06
Energy relative to the best compared isomer or geometry (same formula, charge and spin) (eV): 0.000
HOMO-LUMO gap (eV): 10.3131

Each line ends with the Löwdin charge.
Positions of all 48 atoms, in Å:
S: -1.09 2.29 -0.84  0.5813
N: 3.64 5.58 1.33  0.1460
S: 1.53 0.40 1.34  0.8556
C: -1.35 -7.87 5.76  -0.2910
N: 4.09 2.31 -0.01  0.1424
N: -1.38 -8.12 6.88  0.1179
H: -4.19 -4.96 0.34  0.0828
H: 0.54 0.74 -2.22  0.1479
C: 3.57 5.86 0.22  -0.2644
C: 0.27 0.35 -1.23  -0.3332
H: 2.53 5.86 -1.60  0.0834
H: -1.18 -6.47 4.19  0.0526
N: -1.56 -4.81 2.07  0.1309
O: 0.17 2.29 0.12  -0.2216
H: 4.28 5.77 -1.74  0.0842
H: 4.88 2.09 3.02  0.0844
C: 4.56 2.56 1.01  -0.2841
H: -4.20 3.35 -2.31  0.0869
O: -2.25 2.68 -0.13  -0.1958
N: -5.60 2.50 -5.01  0.1216
H: 0.12 -1.09 -3.68  0.1187
H: -2.96 2.57 -3.29  0.0638
H: -0.47 -8.05 3.86  0.0809
H: 1.97 1.57 -0.68  0.0793
C: -2.32 -4.63 1.23  -0.2707
H: -2.86 -4.71 -0.80  0.0786
C: 1.07 1.19 -0.20  -0.5974
H: -2.22 -7.85 3.85  0.0791
H: 0.47 -1.57 -0.24  0.1076
C: -3.28 -4.40 0.16  -0.0758
C: 0.48 -1.15 -1.24  -0.0495
O: -0.74 2.91 -2.07  -0.2210
C: -4.00 2.50 -2.96  -0.0807
C: 5.15 2.86 2.30  -0.0668
O: -0.44 -1.83 -3.40  0.1264
H: 1.45 -1.36 -1.71  0.1464
O: -1.11 0.71 -1.02  -0.1420
H: -4.12 1.59 -2.38  0.0858
C: 3.47 6.22 -1.19  -0.0613
H: 0.40 0.70 2.00  -0.0955
C: -0.61 -1.84 -2.06  -0.5083
H: 4.79 3.83 2.64  0.0529
H: -3.52 -3.34 0.10  0.0787
H: 3.51 7.30 -1.31  0.0840
C: -4.90 2.50 -4.11  -0.2816
O: -1.54 -2.39 -1.57  0.1413
C: -1.30 -7.54 4.34  -0.0868
H: 6.24 2.90 2.21  0.0862